33
Properties=species:S:1:pos:R:3:nbo_charge:R:1 method="wB97M-V/def2-TZVPD" homo_ev=-16.0 charge=+2 orbital_gap_ev=4.32 total_energy_ev=-27130.9092 lumo_energy_ev=-11.633 spin_multiplicity=1
Hg -1.361 1.726 -2.952 1.3954
Hg 1.867 2.443 -1.003 1.2786
C -0.211 -0.145 1.211 -0.6144
C -0.727 0.147 -0.195 -0.1130
O -0.381 1.337 -0.862 -0.8404
H -0.411 0.670 1.907 0.2240
H 0.859 -0.353 1.149 0.2157
H -0.655 -1.046 1.626 0.2552
H -1.815 0.015 -0.142 0.1832
H -0.483 -0.719 -0.825 0.1526
C 3.062 -1.123 -2.040 -0.6246
C 3.371 -0.673 -0.631 -0.0898
O 3.302 0.695 -0.451 -0.6399
H 3.457 -2.137 -2.095 0.2522
H 3.667 -0.483 -2.683 0.2276
H 2.005 -1.011 -2.283 0.1948
H 4.461 -0.791 -0.468 0.2682
H 2.916 -1.291 0.151 0.1705
O -3.386 0.705 -2.449 -1.0221
H -3.608 -0.229 -2.599 0.5400
H -4.026 1.014 -1.788 0.5399
O -2.343 2.976 1.056 -0.9169
H -2.367 3.678 0.397 0.4657
H -1.479 2.566 0.947 0.4543
O -2.740 -3.269 -1.087 -0.9258
H -2.811 -3.262 -0.126 0.4758
H -1.864 -2.917 -1.271 0.4541
O -1.365 -1.686 4.262 -0.9367
H -1.544 -2.158 3.444 0.4534
H -1.163 -2.382 4.899 0.4858
O 1.819 2.674 1.269 -1.0219
H 1.308 2.781 2.085 0.5332
H 2.646 2.248 1.548 0.5254